(1)
43
Properties=species:S:1:pos:R:3:forces:R:3:lowdin_charge:R:1 method="wB97M-V/def2-TZVPD" spin_multiplicity=5 e_homo_ev="-10.90 / -11.56" max_force_ev_per_a=2.411 gap_ev="6.7 / 5.9" total_charge=+1
Ru 8.7624 8.3051 12.2031 0.213 0.278 0.566 0.7676
S 8.9597 8.1934 14.5788 -0.116 0.630 -0.062 0.7089
C 10.5986 8.0003 14.8682 1.279 -0.232 0.221 -0.6679
C 10.9361 7.9734 16.2815 -0.334 0.266 -0.047 -0.2583
N 11.0186 8.0294 17.4320 0.150 -0.192 -0.601 0.1999
C 11.6278 7.8783 13.8804 -0.339 -0.163 2.381 -0.7500
S 11.3353 7.7983 12.2859 -0.343 0.160 -1.760 0.7550
C 12.9904 7.7375 14.3509 -1.126 0.296 -0.417 -0.2537
N 14.0804 7.7034 14.6906 0.774 -0.146 0.280 0.2109
O 5.9273 7.5671 6.6865 0.016 -0.271 -0.525 0.1250
C 6.5806 7.6539 7.8351 0.374 0.346 0.809 -0.2822
C 7.9713 7.5302 7.9640 0.153 0.005 0.396 0.0390
C 8.5581 7.7020 9.2042 -1.443 0.196 0.032 -0.1260
N 7.8192 7.9986 10.2993 0.288 -0.114 -0.063 -0.1775
C 6.4894 8.0351 10.1810 -0.176 0.189 0.403 -0.6694
Br 5.4701 8.2977 11.7950 0.410 -0.138 -0.872 0.8106
C 5.8183 7.9092 9.0006 -0.098 -0.526 -1.072 -0.0133
H 6.4976 7.3280 5.9303 -0.203 0.178 0.517 0.1492
H 8.6104 7.3026 7.1286 0.005 -0.037 -0.264 0.1273
H 9.6103 7.6146 9.3795 0.381 -0.018 -0.152 0.0942
H 4.7337 7.9106 8.9098 0.289 0.161 0.215 0.1328
Cl 10.3206 10.3265 10.1958 0.154 -0.265 -0.025 0.6963
C 9.2808 11.1280 11.3203 -0.299 -0.304 0.411 -0.6953
C 8.5147 10.3580 12.2102 -0.152 -0.306 -0.107 -0.3525
C 7.6168 11.0338 13.0332 0.167 1.254 -0.100 -0.7025
Cl 6.5677 10.2304 14.1439 0.112 -0.058 0.238 0.5974
C 7.5170 12.4496 13.0012 0.417 -0.627 -0.302 -0.7083
Cl 6.5088 13.2856 14.0881 -0.268 0.097 0.092 0.7270
C 8.2978 13.1707 12.0944 0.024 0.043 0.226 -0.6821
Cl 8.1375 14.8819 11.9795 0.057 -0.344 0.086 0.7188
C 9.2231 12.5030 11.2799 -0.498 0.409 -0.027 -0.7243
Cl 10.1831 13.3916 10.1914 0.221 0.164 -0.205 0.7324
S 8.4783 5.9570 12.3410 -0.246 -0.889 -0.086 0.6186
C 7.8555 5.5063 13.8981 0.019 -0.385 0.457 -0.7837
N 6.5206 5.6156 14.1174 -0.368 0.501 -0.555 0.0918
C 5.9132 5.1699 15.2300 0.542 0.321 0.471 -0.0119
C 6.6811 4.6435 16.2292 -0.253 -0.085 -0.093 0.0121
C 8.0623 4.5855 15.9911 -1.109 0.195 -0.597 -0.0414
N 8.6150 4.9715 14.8525 0.241 0.106 -0.211 0.1047
H 5.9722 6.1351 13.4220 0.268 -0.381 0.089 0.0862
H 4.8588 5.3362 15.3299 -0.337 -0.031 -0.178 0.1438
H 6.1980 4.3102 17.1425 0.334 0.004 -0.109 0.1286
H 8.6896 4.2001 16.7511 0.821 -0.285 0.540 0.1225


(2)
43
Properties=species:S:1:pos:R:3:forces:R:3:lowdin_charge:R:1 method="wB97M-V/def2-TZVPD" spin_multiplicity=5 e_homo_ev="-11.23 / -11.76" max_force_ev_per_a=2.525 gap_ev="7.2 / 5.4" total_charge=+1
Ru -0.1627 -0.3260 0.4093 -0.317 -1.039 -0.431 0.7942
S 1.1623 0.3738 2.1297 -0.189 1.171 0.320 0.7152
C 0.4692 1.9210 2.6002 1.703 -1.205 -0.183 -0.6874
C 1.3159 2.6925 3.4444 -0.231 -0.237 0.204 -0.2818
N 2.0068 3.2600 4.1598 0.426 0.385 0.202 0.2219
C -0.7367 2.3870 2.2142 -1.523 -0.016 -0.380 -0.6953
S -1.7605 1.4136 1.2128 0.383 0.578 0.403 0.7132
C -1.1702 3.6750 2.7337 0.194 -1.727 -0.656 -0.2420
N -1.4850 4.6452 3.2439 -0.264 1.004 0.259 0.2157
O -4.9727 -2.4480 -3.1469 -1.527 -0.486 -0.498 0.1353
C -3.9489 -2.1214 -2.3995 -0.569 1.087 1.625 -0.3110
C -4.1045 -1.7839 -1.0457 1.626 -0.031 0.365 0.0345
C -2.9955 -1.4543 -0.2872 0.083 -0.097 0.381 -0.1469
N -1.7558 -1.2816 -0.8117 -0.541 -0.605 -0.903 -0.1277
C -1.6696 -1.6135 -2.1224 0.295 0.510 0.183 -0.7201
Br -0.0048 -1.5116 -2.9302 0.689 0.021 -0.232 0.8746
C -2.6941 -2.0023 -2.9501 -0.303 -0.123 1.145 -0.0318
H -5.8384 -2.4705 -2.6656 1.173 0.060 -0.427 0.1636
H -5.0300 -1.7844 -0.5459 -1.129 -0.277 0.364 0.1130
H -3.0403 -1.3926 0.8178 -0.248 0.347 -0.851 0.1074
H -2.5888 -2.2236 -3.9687 0.550 -0.232 -1.183 0.1139
Cl -0.7318 -3.3178 1.7223 -0.384 0.396 0.298 0.7159
C 0.7098 -3.2281 0.7956 0.171 -0.112 -0.179 -0.7116
C 1.1544 -1.9872 0.3419 0.333 0.437 -0.665 -0.3944
C 2.3498 -2.0019 -0.4074 -0.152 -0.440 -0.539 -0.6597
Cl 2.9880 -0.5443 -1.2119 -0.402 -0.710 0.781 0.6389
C 2.9736 -3.2248 -0.7408 0.714 1.420 -0.325 -0.6913
Cl 4.4212 -3.2594 -1.6837 -0.268 0.205 0.080 0.7069
C 2.4647 -4.4227 -0.2922 0.949 -1.073 -0.488 -0.7020
Cl 3.2309 -5.9267 -0.6781 -0.072 0.497 0.005 0.7209
C 1.3526 -4.4339 0.4860 -1.410 -0.116 1.405 -0.6923
Cl 0.7879 -5.9177 1.1853 0.034 0.425 -0.296 0.7082
S -0.1157 1.5028 -1.3715 -0.341 -0.394 -0.014 0.6241
C 0.6634 2.8112 -0.5967 0.336 -0.051 -0.089 -0.7961
N 1.9618 2.5893 -0.2583 -0.112 0.272 -0.098 0.0712
C 2.7288 3.5213 0.2930 -0.228 0.007 0.844 -0.0034
C 2.1333 4.7085 0.6535 1.832 1.631 0.596 -0.0164
C 0.8475 4.9280 0.2560 -2.149 -0.008 -0.255 -0.0698
N 0.1248 3.9834 -0.3675 -0.400 0.690 0.085 0.1121
H 2.2936 1.6474 -0.3900 0.374 -0.405 -0.214 0.0284
H 3.7329 3.2056 0.5163 0.264 0.248 0.102 0.1527
H 2.6520 5.5444 1.1814 -0.163 -1.142 -0.532 0.1473
H 0.2807 5.8684 0.4749 0.794 -0.864 -0.208 0.1520


(3)
2
Properties=species:S:1:pos:R:3:forces:R:3:lowdin_charge:R:1 method="wB97M-V/def2-TZVPD" e_homo_ev=-8.41 max_force_ev_per_a=5.165 gap_ev=6.1 total_charge=0
C -0.1709 -1.1068 0.4474 0.732 4.740 -1.916 0.0000
C 0.1709 1.1068 -0.4474 -0.732 -4.740 1.916 0.0000


(4)
2
Properties=species:S:1:pos:R:3:forces:R:3:lowdin_charge:R:1 method="wB97M-V/def2-TZVPD" spin_multiplicity=2 e_homo_ev="-17.35 / -17.49" max_force_ev_per_a=3.871 gap_ev="6.8 / 7.5" total_charge=+1
C 0.0000 0.0000 1.1504 0.000 0.000 -3.871 0.5000
C 0.0000 0.0000 -1.1504 0.000 0.000 3.871 0.5000